The following is a quantum chemistry calculation of a molecular structure, C21H48InN6OSeSi3, from OMol25.

The geometry in XYZ format:
```
81
Properties=species:S:1:pos:R:3
In -0.040 0.781 0.331
C -0.156 3.710 1.648
O -0.307 2.316 1.436
Si -1.438 1.461 2.327
C -3.141 2.209 2.038
C -1.153 1.670 4.187
C -1.241 -0.318 1.829
Si 0.277 -1.205 2.426
C 1.796 -0.075 2.515
C -0.048 -1.899 4.153
C 0.839 -2.642 1.343
Si -2.650 -1.216 1.047
C -2.203 -2.819 0.162
C -3.516 -0.184 -0.284
C -3.919 -1.668 2.372
H 0.145 3.928 2.677
H -1.075 4.252 1.398
H 0.635 4.070 0.982
H -3.206 3.183 2.534
H -3.936 1.581 2.447
H -3.322 2.377 0.973
H -1.370 2.700 4.485
H -0.121 1.453 4.468
H -1.817 1.007 4.750
H 1.674 0.718 3.255
H 1.989 0.381 1.539
H 2.676 -0.661 2.796
H -0.244 -1.096 4.869
H 0.822 -2.463 4.504
H -0.911 -2.571 4.141
H 0.851 -2.359 0.287
H 0.201 -3.518 1.479
H 1.855 -2.940 1.621
H -1.390 -2.663 -0.552
H -3.069 -3.187 -0.398
H -1.923 -3.600 0.873
H -2.794 0.424 -0.838
H -4.275 0.468 0.154
H -4.024 -0.840 -0.996
H -3.475 -2.340 3.112
H -4.775 -2.176 1.917
H -4.286 -0.778 2.889
C 2.522 -3.680 -0.885
N 1.465 -3.702 -1.892
C 1.279 -4.650 -2.833
C 0.174 -4.303 -3.586
N -0.319 -3.143 -3.108
C -1.484 -2.424 -3.616
C 0.481 -2.795 -2.077
Se 0.271 -1.353 -1.106
H 3.180 -4.569 -0.990
H 2.072 -3.686 0.130
H 3.138 -2.764 -1.009
H 1.898 -5.527 -2.965
H -0.237 -4.859 -4.420
H -1.934 -2.966 -4.475
H -1.182 -1.411 -3.953
H -2.247 -2.333 -2.814
C 0.594 3.248 -1.138
N 1.375 4.019 -2.096
C 1.282 3.387 -3.405
N 1.790 2.024 -3.343
C 1.007 1.267 -2.377
N 1.098 1.884 -1.061
C 2.493 1.914 -0.645
N 3.287 2.676 -1.599
C 2.768 4.034 -1.672
C 3.180 2.053 -2.911
H -0.468 3.250 -1.417
H 0.620 3.724 -0.149
H 1.834 3.971 -4.154
H 0.243 3.395 -3.763
H 1.349 0.223 -2.337
H -0.042 1.200 -2.699
H 2.887 0.893 -0.545
H 2.585 2.344 0.362
H 3.373 4.640 -2.361
H 2.869 4.538 -0.701
H 3.598 1.037 -2.890
H 3.799 2.590 -3.643
H 1.467 0.383 1.247
```

Properties
Total charge: +1
Highest occupied orbital energy (alpha / beta) (eV): -7.882 / -7.882
Frontier orbital gap (alpha / beta) (eV): 5.39 / 5.39
LUMO (alpha / beta) (eV): -2.497 / -2.496
Spin multiplicity: 1

The following is a quantum chemistry calculation of a molecular structure, C21H49Br2N4O7, from OMol25.

The geometry in XYZ format:
```
83
Properties=species:S:1:pos:R:3
C -0.423 -5.836 -1.490
C -0.568 -4.593 -0.709
C -0.926 -4.812 0.811
C 0.182 -5.534 1.587
C 1.370 -4.527 1.564
C 1.957 -4.247 0.182
N 0.731 -3.800 -0.692
O 1.018 -3.207 -1.907
C 2.660 -5.441 -0.379
C 2.802 -3.064 0.328
C -1.691 -3.583 -1.152
H 0.147 -6.597 -0.956
H -0.028 -5.722 -2.499
H -1.385 -6.339 -1.585
H -1.884 -5.331 0.781
H -1.064 -3.853 1.311
H 0.478 -6.460 1.093
H -0.135 -5.890 2.567
H 2.229 -4.995 2.045
H 1.171 -3.588 2.082
H 3.009 -5.235 -1.391
H 2.081 -6.364 -0.392
H 3.592 -5.693 0.128
H 3.682 -3.132 0.969
H 2.318 -2.241 0.854
H 3.021 -2.474 -0.562
H -1.558 -3.449 -2.226
H -1.588 -2.535 -0.869
H -2.702 -3.951 -0.981
C -1.164 5.007 -1.035
C -0.358 3.642 -1.230
N 0.694 3.798 -2.406
C 1.857 4.768 -2.060
C 1.324 2.325 -2.311
C 2.551 2.027 -3.255
C 0.007 4.218 -3.779
C -0.826 3.094 -4.476
O 0.019 2.388 -5.289
C -0.474 1.217 -5.824
H -0.499 5.857 -0.883
H -1.716 5.071 -0.097
H -1.777 5.250 -1.903
H -1.091 2.881 -1.499
H 0.274 3.329 -0.399
H 2.407 4.818 -2.999
H 2.414 4.561 -1.146
H 1.380 5.742 -1.958
H 0.554 1.682 -2.737
H 1.501 1.962 -1.299
H 3.557 2.196 -2.870
H 2.506 2.714 -4.100
H 2.570 1.028 -3.691
H 0.869 4.349 -4.433
H -0.519 5.169 -3.696
H -1.680 3.496 -5.020
H -1.392 2.496 -3.762
H -1.340 1.369 -6.468
H -0.707 0.529 -5.012
H 0.294 0.626 -6.324
O -0.389 -0.485 1.488
H -0.247 -1.339 1.942
C -1.510 1.957 5.871
N -1.078 3.286 6.235
O -0.222 3.830 5.562
O -1.709 3.861 7.136
H -1.083 1.370 6.684
H -0.976 1.614 4.985
H -2.580 1.928 5.665
C 3.286 1.888 4.006
N 3.654 1.902 5.460
O 3.976 2.970 5.904
O 3.832 0.816 6.029
H 2.952 2.869 3.667
H 2.506 1.133 3.911
H 4.231 1.826 3.467
Br -5.305 -1.155 3.372
C -5.204 0.075 1.802
C -5.962 1.314 2.084
Br -5.455 2.371 0.530
H -5.728 -0.411 0.979
H -4.143 0.293 1.673
H -5.543 1.853 2.934
H -7.034 1.115 2.063
```

Properties
Total charge: +1
Highest occupied orbital energy (eV): -9.482
Frontier orbital gap (eV): 3.63
LUMO (eV): -5.849
Spin multiplicity: 1

The following is a quantum chemistry calculation of 3 unconnected molecules or ions with the total composition C21H49FN2O4PS, from OMol25.

The geometry in XYZ format:
```
79
Properties=species:S:1:pos:R:3
C 1.538 -3.845 0.472
C 0.928 -2.688 0.272
C 1.186 -1.822 -0.959
O 0.313 -1.708 -1.753
O 2.383 -1.197 -1.172
C 2.394 0.126 -0.529
C 3.484 0.159 0.595
C 4.617 1.197 0.341
C 4.178 2.661 0.665
C 5.104 3.319 1.758
C 4.320 4.580 2.292
P 3.176 4.102 3.741
S 1.620 5.640 3.212
O 1.974 6.910 3.828
O 0.368 5.168 3.804
F 1.312 5.784 1.582
H 2.306 -4.206 -0.233
H 1.307 -4.481 1.340
H 0.181 -2.398 1.030
H 2.542 0.877 -1.322
H 1.409 0.215 -0.023
H 3.951 -0.851 0.596
H 2.970 0.293 1.568
H 5.480 0.941 0.996
H 4.971 1.052 -0.701
H 3.151 2.686 1.075
H 4.264 3.328 -0.220
H 5.324 2.590 2.561
H 6.063 3.661 1.316
H 5.051 5.347 2.636
H 3.810 5.012 1.404
H 3.881 5.067 4.579
H 2.350 3.811 4.901
H 2.466 3.100 2.958
H 4.105 3.087 4.208
C -2.714 -0.630 1.085
C -2.037 -0.250 2.396
N -0.782 0.459 2.223
C -0.020 0.599 3.460
C -0.623 1.449 4.581
C -0.832 1.655 1.392
C -1.774 2.789 1.816
H -2.054 -1.238 0.461
H -3.613 -1.215 1.294
H -3.026 0.247 0.516
H -1.838 -1.178 2.942
H -2.752 0.323 3.004
H 0.975 0.988 3.224
H 0.158 -0.408 3.856
H -0.532 2.517 4.376
H -0.080 1.264 5.512
H -1.673 1.214 4.765
H -1.104 1.352 0.375
H 0.179 2.059 1.290
H -2.753 2.431 2.146
H -1.944 3.456 0.967
H -1.338 3.393 2.611
C -4.917 -5.090 -5.861
C -4.144 -4.733 -4.598
N -2.843 -4.141 -4.855
C -2.013 -4.037 -3.660
C -2.486 -3.113 -2.537
C -2.834 -2.971 -5.720
C -3.657 -1.754 -5.284
H -4.346 -5.769 -6.496
H -5.851 -5.588 -5.589
H -5.184 -4.205 -6.443
H -3.997 -5.659 -4.034
H -4.775 -4.084 -3.975
H -1.001 -3.743 -3.952
H -1.902 -5.045 -3.244
H -2.315 -2.064 -2.774
H -1.917 -3.321 -1.629
H -3.542 -3.251 -2.297
H -3.183 -3.278 -6.711
H -1.800 -2.658 -5.886
H -4.639 -2.029 -4.895
H -3.820 -1.096 -6.142
H -3.137 -1.164 -4.530
```

Properties
Total charge: -1
Highest occupied orbital energy (eV): -4.594
Frontier orbital gap (eV): 6.95
LUMO (eV): 2.355
Spin multiplicity: 1

no.,energy (Eh)
1,-4692.21527
2,-6722.48030
3,-2079.28632